# 1
This record from OMol25 describes C40H56BN11NaOSiTe as an isolated structure. The level of theory is ωB97M-V/def2-TZVPD.

Each line ends with the Mulliken spin population.
Cartesian coordinates (Å):
1 C -2.5324 -3.3199 -0.0860  -0.03
2 C -3.5519 2.9722 0.6175  0.00
3 C -0.4295 1.3998 -4.0706  0.00
4 C 3.8077 -3.3660 -1.7293  0.00
5 N -2.5317 1.8877 -1.0099  -0.01
6 N 0.1217 0.4702 -2.1123  0.00
7 H 1.8550 -3.0027 -3.5185  0.00
8 N 1.1727 -1.9661 -0.0502  0.00
9 N -4.1453 1.4633 -4.2070  0.00
10 H 1.4993 -5.9980 -3.2015  0.00
11 C -4.5292 2.5127 -4.9184  0.00
12 C -3.7934 3.6628 -4.5583  0.00
13 H 2.7887 0.1972 -1.5011  0.00
14 C -2.4586 -4.7038 4.9230  -0.04
15 H 1.2006 2.6564 0.3405  0.00
16 H -3.7700 -0.9161 -3.9554  0.00
17 H -6.5492 2.0346 -5.4798  0.00
18 H -1.0722 -0.1457 5.8821  0.00
19 H 2.7863 -5.8278 -1.2417  0.00
20 H 3.8149 -2.2797 -1.7737  0.00
21 H -3.8259 -3.4108 -2.8141  0.00
22 H -3.0612 -4.2512 -0.3053  0.00
23 H 1.4579 6.2178 -0.7328  0.00
24 H 1.2333 -5.2923 -0.6182  0.00
25 C 1.2767 5.3668 -0.0664  0.00
26 N -1.6067 2.0240 -0.0252  0.00
27 H 6.6683 2.2627 0.7754  0.00
28 C 2.4655 -0.1982 -2.4648  0.00
29 H 2.3308 -1.2771 -2.3200  0.00
30 Na 0.2913 0.2207 0.9532  0.01
31 H 3.0181 3.1086 -1.7901  0.00
32 H 0.2232 0.4233 6.9651  0.00
33 H -4.5682 2.4327 -1.2953  0.00
34 C -2.2055 2.6988 0.9573  0.00
35 H 0.4228 -4.6785 -2.7440  0.00
36 C 2.9641 0.8380 0.7838  0.00
37 N -2.4363 -1.0342 -0.9979  -0.02
38 H -2.8486 -2.9510 0.8903  0.03
39 N 2.2956 4.3524 -0.2716  0.00
40 H 2.6977 1.8010 5.6810  0.00
41 H 1.6604 2.8464 4.6766  0.00
42 C 1.4674 -4.9951 -2.7652  0.00
43 H -1.0719 1.8653 -4.8040  0.00
44 H 4.3473 -3.3423 -3.8102  0.00
45 C -3.4015 -1.2520 -3.0026  0.00
46 N -2.8110 -0.3912 -2.1381  0.00
47 C 2.1612 1.8673 4.7221  0.02
48 H 4.1657 -4.9649 -3.1574  0.00
49 C 3.7403 -3.9557 -3.1439  0.00
50 H -2.1650 -5.7114 4.6567  0.00
51 B -2.3394 1.0855 -2.3237  0.01
52 C -0.2646 0.5956 5.9947  0.00
53 C -2.5622 -2.3413 4.3650  0.01
54 C -5.6214 2.3845 -5.9395  0.00
55 H 1.5487 1.1339 -5.0112  0.00
56 N -0.8653 1.0727 -2.8271  0.00
57 O 0.2070 0.4032 3.1219  0.19
58 C -3.4604 -3.1637 6.4669  -0.04
59 C -3.0927 -4.4632 6.1364  0.07
60 H 2.2290 -4.2741 -4.6693  0.00
61 C 3.2560 2.2260 0.7074  -0.01
62 H 2.4856 4.7125 -2.3328  0.00
63 C -1.4887 3.1045 2.2143  -0.01
64 H -3.4797 -1.1038 5.8578  0.00
65 Si 0.9421 0.4402 4.5321  -0.02
66 C 1.9622 -1.1124 4.9020  0.00
67 C -3.7079 2.4465 -0.6413  0.00
68 C 5.6542 1.8697 0.7768  0.00
69 C -3.1964 -2.1158 5.5907  0.02
70 C 4.5624 2.7330 0.7043  0.00
71 H -1.4603 -3.5250 -0.0119  0.00
72 H 1.2841 3.4538 -1.9249  0.00
73 C 1.8353 -2.8388 -0.4259  0.00
74 C 1.1804 0.4304 -2.9091  0.00
75 N -3.1601 1.9070 -3.3825  0.00
76 H 0.2546 4.9908 -0.2639  0.00
77 H 4.7270 3.8080 0.6251  0.00
78 H -3.2901 -5.2783 6.8208  0.01
79 C 4.1124 0.0180 0.8556  0.00
80 H -3.9503 -2.9645 7.4119  0.00
81 C 5.4254 0.4983 0.8556  0.00
82 H -1.6931 -3.8478 3.1071  0.00
83 H 3.9784 -1.0725 0.9133  0.00
84 H 1.3352 -2.0175 4.8475  0.00
85 C 2.2636 3.8851 -1.6525  0.00
86 H -2.1909 3.7540 -2.9923  0.00
87 C -2.8018 -2.2986 -1.1525  0.01
88 H -0.7339 1.5906 6.0176  0.00
89 H -5.3504 1.6679 -6.7193  0.00
90 H -0.4819 3.4686 1.9943  0.00
91 C 0.8885 1.0180 -4.1630  0.00
92 H 3.2461 -0.0397 -3.2123  0.00
93 C 2.2856 -4.0035 -3.6150  0.00
94 H -5.8141 3.3492 -6.4122  0.00
95 H -3.8819 4.6616 -4.9600  0.00
96 N 2.6268 -3.7792 -0.9557  0.00
97 H 1.9063 3.6196 1.6449  0.00
98 C -2.9380 3.2258 -3.5731  0.00
99 H -2.0486 3.8931 2.7235  0.00
100 C -2.1948 -3.6536 4.0491  0.02
101 H -4.2864 3.5043 1.2056  0.00
102 H -1.3573 2.2708 2.9076  0.01
103 C -3.4174 -2.4943 -2.4084  0.00
104 C 2.0188 -5.0569 -1.3312  0.00
105 H 2.4239 -1.0719 5.9004  0.00
106 H 6.2715 -0.1881 0.9133  0.00
107 H 1.3130 5.7246 0.9666  0.00
108 Te -2.1389 -0.7469 3.0544  0.74
109 C 2.0958 3.2144 0.6407  0.01
110 H 2.7613 -1.2103 4.1509  0.00
111 H 4.7183 -3.6788 -1.2156  0.00
112 H 2.9001 1.8280 3.9057  0.00

Forces on the atoms, in the same order (eV/Å):
C 0.023 0.111 -0.080
C 0.144 0.141 0.084
C 0.046 -0.082 0.246
C -0.056 -0.059 -0.010
N 0.047 -0.223 0.093
N -0.143 0.171 -0.342
H 0.003 -0.067 -0.048
N 0.147 -0.684 0.222
N 0.353 0.077 0.201
H -0.009 0.005 -0.011
C 0.013 0.070 0.016
C -0.113 0.001 -0.128
H -0.006 0.059 0.042
C -0.008 0.173 -0.048
H -0.138 -0.061 0.026
H 0.003 0.065 0.007
H 0.046 0.029 -0.020
H 0.206 0.199 0.118
H 0.064 -0.009 0.010
H 0.075 -0.067 0.080
H 0.041 0.106 0.062
H 0.042 0.031 0.004
H 0.000 -0.063 0.031
H -0.007 0.001 0.084
C 0.021 -0.132 -0.018
N -0.216 0.228 0.205
H -0.050 -0.012 -0.010
C -0.172 -0.086 -0.098
H -0.117 0.407 -0.186
Na 0.445 -0.017 -0.639
H -0.030 0.022 0.013
H -0.017 0.051 -0.161
H 0.111 -0.036 0.032
C -0.060 -0.082 -0.130
H 0.015 -0.025 -0.018
C -0.062 0.266 -0.043
N -0.243 0.026 -0.332
H -0.011 -0.005 -0.017
N 0.013 -0.014 -0.046
H -0.094 0.016 -0.154
H 0.087 -0.197 -0.002
C 0.034 0.082 -0.010
H 0.025 -0.048 0.140
H 0.030 0.008 -0.021
C 0.249 0.149 0.194
N -0.133 0.202 0.012
C 0.160 0.205 -0.185
H 0.010 0.005 -0.020
C -0.135 -0.006 0.025
H 0.022 -0.037 -0.019
B 0.153 -0.172 0.034
C -0.244 -0.047 0.033
C 0.026 -0.080 0.060
C 0.051 -0.016 0.044
H -0.047 -0.006 0.089
N -0.102 0.049 0.014
O -0.537 -0.042 0.021
C 0.056 0.041 -0.149
C 0.021 0.087 -0.056
H -0.020 0.010 -0.039
C 0.247 -0.132 -0.091
H -0.017 0.007 0.011
C 0.059 -0.082 -0.084
H 0.014 -0.036 -0.009
Si 0.300 -0.049 0.562
C 0.038 -0.235 -0.132
C 0.140 -0.160 0.079
C -0.088 0.019 0.014
C -0.042 -0.131 0.129
C -0.063 -0.079 -0.004
H -0.034 -0.012 -0.011
H 0.021 0.004 0.017
C -0.174 0.475 -0.317
C 0.025 0.024 -0.031
N -0.067 -0.099 -0.006
H 0.053 0.005 0.025
H -0.038 -0.097 0.015
H -0.017 -0.032 0.024
C -0.052 0.109 0.075
H -0.019 0.020 0.039
C -0.114 -0.001 -0.025
H -0.018 0.015 0.042
H 0.035 0.179 -0.001
H 0.147 0.205 0.018
C 0.036 -0.017 0.116
H -0.143 -0.133 -0.091
C 0.063 0.043 0.024
H 0.058 -0.183 -0.019
H -0.007 0.046 0.038
H -0.103 0.018 -0.045
C 0.080 -0.123 0.023
H 0.023 0.013 -0.009
C 0.010 -0.020 0.117
H -0.007 -0.034 0.005
H 0.000 -0.078 0.038
N -0.079 -0.117 0.416
H 0.035 0.005 -0.086
C 0.000 -0.117 0.029
H 0.030 -0.017 -0.050
C -0.001 -0.129 0.080
H 0.083 -0.067 -0.047
H -0.053 -0.023 -0.062
C -0.025 -0.077 0.009
C 0.019 0.287 -0.176
H -0.083 0.003 -0.179
H -0.065 0.029 -0.003
H -0.005 -0.026 -0.049
Te -0.074 0.146 -0.089
C 0.151 -0.025 0.051
H -0.170 -0.002 0.161
H 0.042 -0.073 0.071
H -0.159 0.036 0.178

Values from the calculation:
**Gap between HOMO and LUMO (spin up / spin down)**: 4.896 / 4.899 eV
**Multiplicity**: 2
**Net charge**: -2
**E_LUMO (spin up / spin down)**: 3.67 / 3.67 eV
**Expectation value of S²**: 0.759
**Energy relative to the best compared isomer or geometry (same formula, charge and spin)**: 23.4 kcal per mole
**HOMO energy (spin up / spin down)**: -1.23 / -1.23 eV
**Energy**: -2980.20701 Ha

# 2
This record from OMol25 describes one molecule with the formula C15H19N3O3S2. The level of theory is ωB97M-V/def2-TZVPD.

Each line ends with the natural charge from an NBO analysis.
Cartesian coordinates (Å):
1 O 2.7570 0.7460 -2.3440  -0.59
2 H 3.7827 -1.3622 -1.8868  0.26
3 H 1.1774 -1.6940 -2.5559  0.26
4 H -2.7670 -2.2095 1.1750  0.21
5 H -5.4451 -1.7272 -0.3278  0.22
6 C 4.2289 2.2508 0.4440  -0.20
7 H -5.7058 0.1085 1.3986  0.21
8 C -4.5404 -1.2481 -0.6930  -0.59
9 N 0.6795 1.0378 -1.6101  -0.63
10 C 3.0731 2.8418 0.9320  -0.19
11 H -5.0976 1.2827 0.2231  0.22
12 C -4.8115 0.5835 1.0036  -0.59
13 H 0.8737 2.0285 -1.7294  0.44
14 C 1.6234 -1.2535 -1.6594  -0.56
15 C 1.9924 2.0643 1.3177  -0.21
16 C -3.4483 -1.4523 1.5581  -0.59
17 C 3.2124 0.1105 0.6908  -0.27
18 C 2.9768 -1.8663 -1.3611  -0.64
19 H -4.3269 1.1439 1.7975  0.22
20 H 5.1853 0.3836 -0.0551  0.24
21 C 4.3013 0.8740 0.3196  -0.20
22 H 3.0052 -2.9352 -1.5495  0.25
23 H 3.0156 3.9167 1.0173  0.22
24 O 2.1272 -2.2474 1.1089  -0.96
25 N -2.3542 1.4315 0.0318  -0.26
26 H -3.8775 -2.0159 -1.0872  0.21
27 C -2.6352 0.1886 -0.0754  0.11
28 N -1.1912 1.7930 -0.4841  -0.31
29 O 4.5691 -2.1677 0.7582  -0.93
30 H -4.3281 -1.9492 1.9589  0.21
31 H 1.0948 2.5274 1.6982  0.23
32 S -1.3662 -0.7232 -0.9036  0.31
33 H -2.9541 -0.9181 2.3664  0.22
34 C 2.0638 0.6861 1.1979  -0.23
35 H 0.9699 -1.4696 -0.8128  0.26
36 C 1.7569 0.2345 -1.8953  0.71
37 S 3.2623 -1.6647 0.4374  2.16
38 C -0.5260 0.8134 -1.0039  0.22
39 H 5.0689 2.8628 0.1540  0.22
40 H 1.2496 0.0454 1.5005  0.24
41 H -4.8096 -0.5720 -1.5018  0.22
42 C -3.8628 -0.4791 0.4466  -0.12

Forces on the atoms, in the same order (eV/Å):
O 0.103 -0.082 -0.146
H 0.064 -0.007 -0.040
H 0.007 0.013 0.038
H 0.062 -0.112 0.025
H -0.093 -0.084 0.033
C 0.085 -0.133 -0.045
H -0.095 -0.094 0.036
C 0.060 0.122 0.128
N 0.127 0.622 -0.371
C -0.078 0.011 0.027
H -0.054 0.106 -0.042
C 0.170 -0.100 -0.078
H 0.043 -0.159 0.014
C 0.052 0.014 -0.066
C 0.026 0.018 0.036
C -0.078 0.102 -0.102
C -0.009 -0.638 -0.075
C 0.075 0.390 0.818
H -0.004 0.090 0.080
H 0.157 0.013 -0.081
C 0.195 0.093 0.019
H 0.038 -0.108 0.153
H 0.001 0.094 0.010
O -0.269 0.195 -0.055
N -1.395 -0.022 0.643
H 0.004 -0.124 -0.083
C 0.385 -0.501 -0.377
N 1.596 0.639 -0.617
O 0.223 0.231 -0.231
H -0.097 -0.084 0.054
H -0.079 0.025 0.032
S -0.101 0.859 0.182
H 0.063 0.021 0.087
C -0.137 -0.100 0.137
H -0.054 -0.001 -0.177
C -0.177 0.032 -0.101
S 0.176 -0.280 -0.171
C -0.592 -0.958 0.232
H 0.078 0.041 -0.028
H -0.157 -0.028 0.024
H -0.029 0.031 -0.099
C -0.293 -0.146 0.176

Values from the calculation:
**Gap between HOMO and LUMO**: 9.653 eV
**SMILES**: CC(C)(C)c1nnc(NC(=O)CCS(=O)(=O)c2ccccc2)s1
**Net charge**: 0
**E_LUMO**: 0.32 eV
**Energy relative to the best compared isomer or geometry (same formula, charge and spin)**: 22.0 kcal per mole
**HOMO energy**: -9.33 eV
**Energy**: -1769.34987 Ha